DFT (the ωB97M-V functional and the def2-TZVPD basis) results for a cluster of 2 separate species, C14H29N4O9P in total.

Computed properties:
Frontier orbital gap   9.243 eV
Charge   0
SMILES   N[C@@H](CCCNC(=O)CP(=O)(O)O)C(=O)O.CNC(=O)[C@@H](NC(C)=O)[C@@H](C)O
E_LUMO   0.0111 Ha
Energy relative to the best compared isomer or geometry (same formula, charge and spin)   5.0 kJ/mol

Last column: Löwdin charge in e.
Element x y z (Å)
H  -2.25146  -6.37149  -4.85869  0.08
C  -0.63266  5.56165  5.10995  -0.31
H  -3.32665  -2.78977  -1.48046  0.09
C  -0.11166  -3.32403  -2.75925  -0.18
N  0.99073  -2.38817  -3.05671  0.13
C  2.68583  -4.11748  -3.54012  0.01
H  -2.10054  6.89280  2.48947  0.13
H  -2.97413  -3.81872  -2.87205  0.08
H  0.80254  -1.40049  -2.92105  0.10
H  2.15711  -0.31229  0.29282  0.14
O  -0.21126  0.74191  1.22768  0.05
C  -1.33633  -2.54395  -2.25400  -0.39
H  -0.45512  -1.14082  -1.26421  0.03
O  2.36472  1.82599  -2.09595  -0.07
H  2.21993  -4.52016  -4.43724  0.08
C  -1.19533  -6.50854  -4.62003  -0.05
H  -0.46254  1.97212  -0.33695  0.08
C  -0.50378  -4.23200  -3.93231  -0.50
H  -0.71889  -5.79507  -2.67205  0.13
H  -1.81686  5.41524  6.80099  0.08
H  -1.54820  3.60515  4.92241  0.13
H  1.21175  4.09805  3.67270  0.12
C  0.39845  2.10057  3.62329  -0.17
H  -0.58182  1.62524  3.49959  0.13
C  1.96229  0.75637  0.35692  -0.10
H  0.33479  6.01123  4.86163  0.14
O  -0.57585  -3.80476  -5.07741  0.06
H  -0.89261  6.80357  6.75669  0.08
H  3.76761  -4.14384  -3.66076  0.08
H  -1.04155  -7.51361  -4.22591  0.08
H  -0.30869  3.95408  2.77513  0.12
N  -0.77804  -5.50999  -3.63691  0.02
C  2.25493  -2.67492  -3.35717  -0.55
H  2.29762  1.96995  2.64779  0.14
H  -0.01905  3.61764  5.80677  0.12
H  2.40576  -4.70233  -2.66777  0.08
C  -0.54068  4.03463  4.93848  -0.16
O  -1.30238  6.53140  2.90554  0.11
O  3.08386  -1.78296  -3.45562  0.02
C  0.22624  3.62137  3.67070  -0.18
C  0.95360  1.04139  1.41364  -0.52
O  0.53110  0.19470  -1.81568  -0.27
O  -0.98799  -1.92795  -1.04026  -0.04
H  -0.61527  -6.39287  -5.53844  0.09
N  1.31513  1.73839  2.54302  0.07
P  1.24063  1.29381  -1.12927  0.42
H  0.20985  -3.96367  -1.93881  0.14
H  -1.61552  -1.78040  -2.98170  0.16
H  0.80919  1.73950  4.57226  0.12
C  -1.69142  6.17636  4.15153  -0.46
O  -2.82862  6.34825  4.56530  0.08
H  -2.29333  -4.21670  -1.26967  0.08
N  -0.90551  5.80421  6.54996  0.04
C  -2.56147  -3.40884  -1.95030  -0.03
H  2.89203  1.29569  0.51868  0.11
O  0.18660  2.44694  -0.89435  -0.09
H  1.88293  1.86765  -2.93179  0.10


DFT (the ωB97M-V functional and the def2-TZVPD basis) results for a cluster of 9 separate species, C52H128F6N8O4P in total.

Computed properties:
Frontier orbital gap (alpha / beta)   8.240 / 1.047 eV
Charge   +8
E_LUMO (alpha / beta)   -0.5802 / -0.8445 Ha
<S²>   0.754
Spin multiplicity   2

Last column: Löwdin charge in e.
Element x y z (Å)
C  -6.03362  6.08187  0.61047  0.02
H  2.32757  2.63069  4.14769  0.10
C  -0.28887  -2.68032  5.50068  0.03
H  -0.51264  -2.65571  6.56718  0.12
H  3.04652  5.38614  3.15712  0.14
N  4.06828  -4.46180  2.90447  -0.33
C  -0.59820  4.20505  1.92087  -0.17
H  2.09828  -4.76612  3.64316  0.10
H  0.36389  -4.16611  -4.61103  0.13
H  1.07427  2.28792  2.96314  0.07
H  -6.39807  5.36732  -0.12756  0.10
O  -0.77473  -0.89409  -5.66523  -0.09
H  -0.32738  -3.73673  5.23492  0.11
C  -1.01892  -1.61079  3.21697  -0.11
H  3.87940  3.53182  -3.27202  0.12
C  3.85356  -5.50667  1.75793  0.02
H  1.59281  -5.04918  -1.33928  0.14
H  -2.49506  3.26490  -0.29489  0.06
N  5.94966  3.25709  -2.32946  -0.24
C  3.10316  -4.83136  4.06037  0.06
C  -1.14263  4.16673  3.32797  -0.14
H  0.65681  -5.56246  -2.74608  0.16
H  -2.22436  -0.05935  -4.55316  0.12
C  -5.89691  5.56845  4.33269  -0.14
C  -0.16487  3.55914  -5.65719  0.05
H  3.40365  -5.82986  4.37786  0.12
H  2.22550  -4.09927  -4.83764  0.11
H  -0.81074  2.29958  -3.46590  0.11
C  0.01784  4.53886  4.28956  -0.04
H  -1.34165  1.47728  -7.17092  0.15
H  -7.07384  3.63475  1.94306  0.12
C  0.40250  -2.98411  -2.30697  0.04
H  5.29209  0.06821  0.60268  0.08
H  0.77838  3.98786  -5.31870  0.11
H  3.70555  -5.57957  -2.37973  0.20
C  -4.83601  -5.11475  -1.89788  -0.08
F  1.23641  -0.77017  1.15746  -0.17
C  -4.46508  4.43856  1.72827  -0.09
H  -7.95032  5.09684  2.05172  0.15
H  5.33764  5.17591  -4.53364  0.12
C  2.98008  4.95582  5.27634  -0.25
H  0.69780  -2.22254  5.42976  0.09
C  4.35936  0.37742  0.13097  -0.09
C  1.61366  -5.15137  -2.42428  -0.06
H  -1.63891  -0.75104  2.96294  0.13
C  5.62977  2.30011  -1.03774  -0.08
H  -0.24437  3.68828  -6.73659  0.12
H  3.88857  -0.93883  4.57403  0.11
C  2.82447  -6.04895  -2.81733  -0.07
H  1.18554  -2.61173  -4.69112  0.11
C  -6.54163  -7.61377  -3.98527  -0.19
H  -2.82335  -3.01266  4.63619  0.11
H  -0.04436  5.55570  4.67723  0.14
H  -6.11570  7.24963  2.90429  0.15
C  -0.02323  1.73996  -3.97063  0.02
H  3.91974  1.04987  0.86762  0.05
H  -5.74831  -4.75843  -4.31566  0.14
H  4.15973  6.80266  5.28864  0.09
H  -5.46652  -7.35337  -5.82465  0.14
H  0.83734  1.49026  -7.28118  0.12
C  -1.88211  0.01248  -5.58554  -0.20
C  5.30933  5.30824  -3.45208  -0.14
P  0.46399  0.34994  0.27404  0.23
H  -2.60417  -2.67961  -0.92091  0.06
H  0.66500  5.97162  2.20497  0.14
C  3.66620  6.12190  5.98225  -0.07
H  -7.87210  4.69983  4.39832  0.14
F  -0.25832  1.44884  -0.77396  -0.18
H  5.69984  1.63326  -3.59706  0.09
H  -5.44280  2.93050  0.46237  0.11
H  -0.05142  0.65310  -3.89288  0.07
C  -2.63430  -2.01745  5.03858  0.04
H  -3.19869  -1.19425  4.60051  0.12
H  6.56884  1.89068  -0.66543  0.14
H  3.35101  -4.12041  4.84855  0.11
H  -6.80219  6.85453  0.63065  0.12
C  1.89362  2.96478  3.20526  0.05
C  -3.67137  -7.15259  -2.95544  0.07
H  2.61013  -2.00936  -2.91800  0.12
H  -5.63281  -4.41546  -2.15126  0.14
H  0.39888  -1.94120  -2.62385  0.10
H  -3.19315  -3.98538  -2.82465  0.11
C  1.05951  1.45803  -6.21455  0.00
H  -1.15837  4.67124  1.11033  0.12
H  2.80071  -5.62976  1.50402  0.09
H  2.93667  -1.06905  2.74232  0.11
H  -2.85373  -6.55885  -3.36413  0.08
H  4.48959  -5.19719  0.92860  0.10
C  1.31355  -3.66240  -4.43070  0.05
H  2.83192  -3.23990  1.46499  0.10
C  2.88022  -3.00877  -2.57693  0.07
C  -4.53063  3.52709  0.47371  -0.18
H  2.80085  -7.01391  -2.31097  0.20
H  -7.09263  -6.19066  -2.49978  0.16
N  -4.93401  -6.23566  -2.97762  -0.24
C  -3.21612  2.66123  0.25624  -0.08
C  -6.89708  4.53464  3.93991  -0.15
H  -2.31761  -3.27284  2.49420  0.13
H  -1.57720  0.46730  4.79117  0.10
H  4.47653  -2.86364  1.63654  0.13
C  6.45602  2.40402  -3.44802  0.03
C  5.50022  -4.48482  3.40473  0.06
N  -1.18561  -1.71351  4.74349  -0.33
H  5.46880  2.89477  -0.13854  0.12
H  6.92778  6.41005  -2.43644  0.14
H  1.77543  6.36264  4.07130  0.14
H  -5.10013  6.55449  0.30498  0.11
H  4.74699  0.57946  -1.93796  0.09
N  1.60361  -3.76213  -2.94674  -0.35
H  -3.88923  -7.91380  -3.70457  0.11
C  -5.51825  6.34443  3.01281  -0.07
H  7.43573  5.51065  -3.78869  0.13
H  -6.14835  -7.52602  -1.81992  0.15
H  7.30849  1.93172  -2.95983  0.12
H  -1.20477  -1.74764  -5.75537  0.09
H  6.29658  -4.20112  2.71667  0.13
H  -1.85310  4.98232  3.46267  0.11
H  -2.76589  -0.34537  -6.11372  0.14
H  -6.85813  -6.31164  -5.54918  0.14
F  1.61520  1.42808  0.59136  -0.14
F  -0.42303  0.74866  1.54729  -0.15
H  0.05371  -1.41800  3.19688  0.11
C  2.32382  5.42588  3.97212  -0.09
H  -5.01935  4.98994  4.62134  0.10
H  -6.47503  3.61745  4.35068  0.12
H  -4.49641  3.94520  2.69972  0.12
H  5.57264  -5.52111  3.73483  0.12
C  -1.33832  -2.80359  2.39991  -0.22
H  3.49698  1.72763  -1.40987  0.09
H  -1.39334  -0.24403  6.33276  0.12
H  6.68570  2.98753  -4.33957  0.13
N  -0.13826  2.00247  -5.49582  -0.32
C  3.10396  -2.03156  3.22573  -0.23
C  -1.00221  -0.29517  5.31664  0.03
C  -1.47434  1.40506  -6.09144  -0.03
H  0.65615  -2.99580  -1.24696  0.10
H  -4.44941  6.55572  3.04501  0.12
C  4.46868  1.29774  -1.16677  -0.20
H  -3.30259  1.84452  -0.46043  0.07
O  -0.39718  -3.78748  2.77413  -0.07
H  -2.71654  -5.00265  -1.60184  0.09
F  1.34165  -0.22906  -0.98370  -0.19
C  4.68211  4.05582  -2.75319  -0.07
H  3.77871  4.27137  4.99033  0.10
H  0.08749  3.82332  5.10886  0.13
C  3.60764  -3.15608  2.22612  -0.08
H  -0.50899  3.20246  1.50259  0.07
H  5.42716  -3.78984  4.24124  0.11
H  2.36350  4.45769  6.02454  0.12
H  2.92216  -3.10295  -1.49182  0.11
C  7.04954  4.30481  -2.02430  -0.06
C  -3.57541  -3.17021  -0.98489  -0.12
C  -6.01956  -6.80750  -5.06027  -0.14
H  4.67131  6.15488  -3.19864  0.13
H  2.56253  3.06362  2.35035  0.10
H  -2.66726  -2.05295  6.12751  0.12
N  1.29646  4.38122  3.40219  -0.23
H  -0.57057  -3.46053  -2.42643  0.10
C  6.72552  5.47707  -2.96251  -0.13
H  0.97865  2.05152  -3.67522  0.10
H  4.38811  5.77100  6.71969  0.10
H  -0.19285  -4.44299  2.10320  0.09
H  -4.24147  -5.38125  -4.69675  0.12
H  -6.05154  6.35425  5.07209  0.14
H  2.16638  -2.27352  3.72623  0.08
H  2.83477  6.69312  6.39518  0.09
F  -0.78090  -0.66858  -0.02121  -0.18
H  -2.20686  2.13698  -5.75114  0.14
H  -3.56520  -7.54433  -1.94382  0.12
H  -1.23410  -2.66636  1.32362  0.10
H  -1.61587  3.23163  3.62752  0.11
H  3.65142  -0.45137  0.12557  0.03
H  0.06886  -0.11024  5.23465  0.10
H  -1.01097  4.02245  -5.14970  0.11
H  -4.24637  -2.43313  -1.42607  0.10
H  3.62725  -6.84025  -4.43287  0.21
H  -4.62674  4.11595  -0.43849  0.10
H  -4.98714  -5.65335  -0.96238  0.14
O  3.02213  -6.14996  -4.15196  0.34
H  -3.94380  -3.40746  0.01315  0.10
C  -5.22625  -5.71381  -4.36856  -0.10
H  3.71138  -3.41165  -3.15569  0.12
H  4.37225  4.41760  -1.77278  0.12
H  -3.71143  5.22564  1.75294  0.12
C  -3.52941  -4.31749  -1.84244  -0.31
H  -6.16438  -8.63638  -3.99145  0.14
N  -5.73931  5.30804  1.89346  -0.24
H  6.87667  4.59080  -0.98679  0.13
H  1.98691  1.92807  -5.88729  0.11
H  1.17006  0.39316  -6.00979  0.08
O  4.04805  -1.82552  4.24243  -0.04
H  -2.77401  2.39595  1.21659  0.05
H  8.04470  3.87254  -2.12868  0.15
H  4.24079  -6.39684  2.25367  0.11
C  -7.04900  4.61154  2.42615  -0.04
C  -6.28226  -6.89252  -2.69676  -0.08
C  0.75670  4.89153  2.09051  -0.11
H  -7.57681  -7.95057  -4.04069  0.15
H  1.38591  4.77247  1.20845  0.14


| no. | E (eV) |
| --- | --- |
| 1 | -48669.87430 |
| 2 | -101608.42290 |